# 1
ORCA calculation (the ωB97M-V functional and the def2-TZVPD basis) on a molecular structure, C13H17KN2O2P at a distorted geometry.

```
! RIJCOSX wB97M-V def2-TZVPD def2/J DEFGRID3
* xyz 1 1
C 4.085 0.277 1.212
C 2.975 -0.768 0.982
P 2.124 -0.368 -0.613
C 2.172 -1.915 -1.606
C 0.332 -0.112 -0.214
C -0.278 1.125 -0.417
C 0.509 2.310 -0.915
C -1.658 1.303 -0.140
C -2.269 2.676 -0.329
N -3.641 2.758 0.186
C -2.425 0.247 0.340
C -1.823 -0.982 0.572
C -0.482 -1.132 0.304
C -0.133 -2.543 0.699
O 0.902 -3.003 1.031
N -1.382 -3.283 0.754
C -2.367 -2.307 1.091
O -3.365 -2.485 1.703
H 4.402 0.305 2.248
H 4.926 0.065 0.559
H 3.726 1.257 0.909
H 2.293 -0.805 1.824
H 3.451 -1.732 0.840
H 1.566 -2.725 -1.211
H 3.203 -2.247 -1.638
H 1.829 -1.683 -2.610
H 0.888 2.850 -0.045
H 1.374 1.985 -1.477
H -0.111 3.006 -1.465
H -1.674 3.362 0.267
H -2.224 2.991 -1.373
H -3.976 3.709 0.093
H -4.267 2.201 -0.385
H -3.473 0.399 0.558
H -1.566 -3.793 -0.100
K -3.646 -0.948 -1.632
*
```

Output
- highest occupied orbital energy (eV) = -10.98
- calculated total energy (Eh) = -1706.63892
- orbital gap (eV) = 6.9

---

# 2
ORCA calculation (the ωB97M-V functional and the def2-TZVPD basis) on a single C13H17N3O2S molecule at a distorted geometry.

```
! RIJCOSX wB97M-V def2-TZVPD def2/J DEFGRID3
* xyz 0 1
C 5.461 0.196 3.072
C 4.611 0.315 1.813
C 4.410 -1.044 1.145
C 3.698 -0.963 -0.206
C 2.296 -0.355 -0.161
C 1.332 -1.145 0.733
C -0.037 -0.589 0.647
N -0.621 0.051 1.594
N -1.839 0.489 1.294
C -2.200 0.182 0.093
N -3.412 0.525 -0.436
C -3.782 0.186 -1.715
O -3.051 -0.437 -2.457
C -5.120 0.641 -2.084
C -5.806 0.483 -3.263
C -7.053 1.115 -3.078
C -7.038 1.610 -1.807
O -5.880 1.332 -1.197
S -1.013 -0.716 -0.818
H 5.589 1.169 3.541
H 4.987 -0.470 3.790
H 6.445 -0.202 2.835
H 3.644 0.744 2.078
H 5.098 0.994 1.109
H 3.856 -1.700 1.818
H 5.389 -1.501 0.982
H 4.305 -0.363 -0.888
H 3.631 -1.970 -0.625
H 1.894 -0.339 -1.178
H 2.345 0.676 0.191
H 1.321 -2.190 0.414
H 1.648 -1.092 1.774
H -4.042 1.044 0.160
H -5.447 -0.023 -4.134
H -7.849 1.191 -3.789
H -7.768 2.159 -1.245
*
```

Output
- highest occupied orbital energy (eV) = -8.86
- calculated total energy (Eh) = -1218.49996
- SMILES = CCCCCCc1nnc(NC(=O)c2ccco2)s1
- energy relative to the best compared isomer or geometry (same formula, charge and spin) (eV) = 2.2197
- orbital gap (eV) = 9.1

---

# 3
ORCA calculation (the ωB97M-V functional and the def2-TZVPD basis) on a molecular structure, C13H17N3O3Re at a distorted geometry.

```
! RIJCOSX wB97M-V def2-TZVPD def2/J DEFGRID3
* xyz 2 4
C 0.460 0.782 2.392
C 2.291 1.518 1.428
H -0.205 1.646 2.290
H 1.159 1.064 3.213
H 0.161 -0.207 2.746
H 2.429 1.869 0.392
H 1.937 2.391 2.037
H 3.113 1.007 1.956
C -2.183 1.431 0.764
C -3.483 1.711 0.354
C -3.759 1.650 -1.011
C -2.758 1.327 -1.920
H -1.962 1.456 1.822
H -4.240 1.975 1.089
H -4.748 1.888 -1.386
H -2.973 1.265 -2.996
N -1.196 1.091 -0.080
C -1.473 1.019 -1.408
C -0.411 0.562 -2.293
N 0.765 0.193 -1.715
C 1.764 -0.271 -2.486
C 0.424 -0.024 -4.441
C 1.636 -0.414 -3.863
H 2.661 -0.567 -1.954
H 2.483 -0.804 -4.441
C -0.623 0.476 -3.680
H -1.581 0.797 -4.112
H 0.292 -0.093 -5.507
Re 1.013 0.161 0.640
C 2.762 -0.884 0.523
H 3.592 -0.328 0.092
H 2.492 -1.713 -0.135
H 3.062 -1.310 1.479
O 1.154 -2.859 2.969
N 0.247 -2.038 3.139
O -0.905 -2.317 3.430
O 0.075 -1.294 0.834
*
```

Output
- highest occupied orbital energy (spin up / spin down) (eV) = -14.80 / -15.52
- calculated total energy (Eh) = -972.85881
- orbital gap (spin up / spin down) (eV) = 6.2 / 3.4

---

# 4
ORCA calculation (the ωB97M-V functional and the def2-TZVPD basis) on a gas-phase ion, C13H17N3O6P (charge -1) at a distorted geometry.

```
! RIJCOSX wB97M-V def2-TZVPD def2/J DEFGRID3
* xyz -1 1
C 0.617 -2.876 0.585
N 1.980 -2.418 0.280
C 1.986 -1.150 -0.438
N 1.461 -0.043 0.365
O 2.362 0.198 1.436
C 1.853 -0.259 2.546
N 1.672 -0.917 3.496
C 1.145 1.174 -0.393
C -0.368 1.118 -0.808
C -1.308 0.601 0.267
C -1.185 0.858 1.623
C -2.090 0.395 2.556
C -3.180 -0.361 2.158
C -3.302 -0.664 0.813
C -2.392 -0.201 -0.127
C -2.653 -0.618 -1.579
C 1.385 2.517 0.420
O 0.389 3.211 0.737
O 2.541 2.864 0.680
P 2.118 1.383 -1.978
O 3.565 1.287 -1.833
O 1.796 2.921 -2.472
O 1.528 0.425 -3.184
H 0.108 -3.052 -0.374
H 0.081 -2.170 1.235
H 0.711 -3.872 1.045
H 2.566 -2.362 1.103
H 3.036 -0.994 -0.737
H 1.324 -1.296 -1.301
H -0.655 2.126 -1.145
H -0.436 0.435 -1.667
H -0.353 1.448 2.000
H -1.996 0.631 3.616
H -3.922 -0.709 2.876
H -4.154 -1.264 0.485
H -3.117 0.169 -2.184
H -3.278 -1.521 -1.543
H -1.695 -0.954 -2.004
H 0.884 2.972 -2.794
H 0.975 0.968 -3.760
*
```

Output
- highest occupied orbital energy (eV) = -4.85
- calculated total energy (Eh) = -1462.70053
- SMILES = CNCN(OC#N)[C@@](Cc1ccccc1C)(C(=O)[O-])P(=O)(O)O
- orbital gap (eV) = 7.2

---

# 5
ORCA calculation (the ωB97M-V functional and the def2-TZVPD basis) on a molecular structure, C13H17N8OS2Tl.

```
! RIJCOSX wB97M-V def2-TZVPD def2/J DEFGRID3
* xyz 0 1
Tl 0.831 -0.958 -1.866
N 0.084 -2.847 -0.150
C 1.152 -3.799 0.167
C 2.345 -3.029 0.717
N 2.817 -2.036 -0.257
H -0.145 -2.318 0.692
H -0.760 -3.311 -0.464
H 1.442 -4.323 -0.748
H 0.839 -4.547 0.903
H 3.135 -3.731 0.994
H 2.017 -2.510 1.619
H 3.692 -2.307 -0.684
H 2.919 -1.116 0.152
N 3.114 1.761 1.252
C 1.898 1.644 0.644
O 1.694 0.661 -0.101
C 0.940 2.664 0.928
C 1.283 3.731 1.790
N 1.636 4.580 2.490
C -0.338 2.612 0.372
N -1.410 2.594 -0.068
H 3.349 2.585 1.778
H 3.855 1.162 0.938
S -2.305 -0.993 -1.439
C -2.710 0.153 -2.597
N -2.791 1.471 -2.226
C -3.155 2.443 -3.072
C -3.455 2.138 -4.364
C -3.305 0.787 -4.723
N -2.954 -0.166 -3.892
H -2.424 1.723 -1.296
H -3.188 3.445 -2.667
H -3.757 2.891 -5.073
H -3.476 0.477 -5.749
S -1.305 1.075 3.215
C -0.146 0.337 4.233
C 0.321 -0.796 3.652
N -0.218 -1.093 2.423
C -1.082 -0.186 2.079
H 0.124 0.770 5.182
H 1.067 -1.454 4.074
H -1.627 -0.184 1.145
*
```

Output
- highest occupied orbital energy (eV) = -7.81
- calculated total energy (Eh) = -1987.77562
- energy relative to the best compared isomer or geometry (same formula, charge and spin) (eV) = 0.0000
- orbital gap (eV) = 7.7

---

# 6
ORCA calculation (the ωB97M-V functional and the def2-TZVPD basis) on 2 unconnected molecules or ions with the total composition C13H17NO4 at a distorted geometry.

```
! RIJCOSX wB97M-V def2-TZVPD def2/J DEFGRID3
* xyz 0 1
C 5.011 -1.021 -1.809
O 4.307 0.245 -1.772
C 2.954 0.235 -1.657
C 2.316 1.508 -1.531
C 0.964 1.557 -1.311
C 0.205 0.368 -1.330
C -1.187 0.486 -1.100
O -1.992 -0.403 -1.562
C -3.414 -0.322 -1.311
C 0.801 -0.886 -1.571
C 2.167 -0.950 -1.782
H 6.063 -0.732 -1.804
H 4.779 -1.637 -0.928
H 4.771 -1.577 -2.727
H 2.931 2.410 -1.568
H 0.433 2.483 -1.073
H -1.544 1.407 -0.652
H -3.762 -1.350 -1.265
H -3.626 0.208 -0.373
H -3.881 0.202 -2.157
H 0.169 -1.776 -1.487
H 2.633 -1.912 -2.020
C -1.682 2.249 3.011
C -1.799 1.333 1.809
N -1.075 0.191 1.716
C -1.475 -1.128 1.762
C -1.435 -1.997 3.010
O -1.836 -1.718 0.717
O -2.533 1.790 0.878
H -1.887 1.693 3.925
H -0.684 2.692 3.092
H -2.415 3.053 2.890
H -1.708 -1.422 3.894
H -2.128 -2.845 2.906
H -0.442 -2.431 3.181
*
```

Output
- highest occupied orbital energy (eV) = -7.29
- calculated total energy (Eh) = -861.17044
- energy relative to the best compared isomer or geometry (same formula, charge and spin) (eV) = 4.6009
- orbital gap (eV) = 6.6